1.
Below is 9 unconnected molecules or ions with the total composition C20H61BF4N5O8 in a non-equilibrium geometry, with properties calculated with ωB97M-V with the def2-TZVPD basis set.

ORCA input file:
```
! RIJCOSX wB97M-V def2-TZVPD def2/J DEFGRID3
* xyz -1 1
H -2.462 1.650 -3.257
C 1.109 -1.540 -3.696
N 0.979 -2.050 -2.310
N -0.726 -1.600 1.510
H -0.973 -0.530 -3.781
O -2.682 -3.420 -1.109
H 3.052 -4.522 1.677
H -0.983 2.226 2.905
H 4.530 0.807 -3.587
H -8.179 0.223 -2.403
O 2.517 -2.690 2.522
H -0.912 -2.143 -4.299
H 2.035 5.324 0.718
C -4.831 0.432 -3.537
H 1.748 0.360 -3.032
O -1.343 1.347 2.789
H 1.904 -2.142 -1.914
F 0.079 -0.139 -0.704
C -0.294 -1.248 -4.241
H -2.448 -3.328 2.566
H -3.256 -1.894 0.216
C 2.128 -0.396 -3.720
H 1.471 -2.464 -4.146
H 1.656 2.780 1.050
C 2.639 -3.551 1.404
N 2.094 3.091 1.905
H -0.314 -0.960 0.847
O -0.086 3.865 -1.579
H 4.123 3.197 1.282
F 0.983 0.585 1.262
O 3.536 -0.310 1.111
O 3.350 -0.847 -3.102
H 3.134 -1.118 1.428
H -4.510 -0.524 -3.125
C 3.307 3.821 1.647
H 5.627 5.300 4.769
H -2.639 0.845 -1.743
H 3.729 5.660 0.410
H -6.978 -1.029 -2.071
C 3.714 4.520 2.948
H 1.466 -3.392 6.416
H -2.856 2.573 -1.778
C -3.598 -3.114 -2.126
H 0.539 -1.327 -1.758
H -7.916 -0.372 -4.741
H 3.370 -3.192 0.680
H -2.437 -4.475 1.218
C 2.998 4.857 0.511
H -1.068 -4.371 2.211
C 4.230 0.274 -2.685
H -0.975 1.044 1.959
H -6.698 0.555 -1.549
H -0.062 -2.859 5.759
H -0.465 -3.208 0.293
H 0.163 3.105 -1.053
H 3.741 0.884 -1.925
C -6.363 0.424 -3.671
O 4.993 5.085 2.726
C -2.365 -2.274 -0.284
H 2.905 5.174 3.272
H -3.078 -2.691 -2.986
H 2.668 -1.605 4.899
H -0.385 3.495 -2.409
H -6.546 -0.115 -5.621
C 1.760 -3.178 3.627
F -0.784 1.651 0.205
C 5.585 5.808 3.805
H 2.823 0.157 0.674
H -6.599 1.441 -3.985
H 2.474 2.260 2.337
H -1.988 -1.463 -0.906
H 1.040 -0.994 3.148
C 1.704 -2.066 4.688
H -4.296 0.511 -4.484
H 6.592 6.163 3.587
N -6.907 -0.408 -4.724
H 2.815 4.342 -0.432
H 0.745 -3.484 3.374
C 0.954 -2.534 5.982
H 1.636 -3.624 0.984
H 0.902 -1.708 6.692
H 2.239 0.006 -4.727
H 4.944 6.651 4.061
F 1.326 1.823 -0.552
C -1.302 -2.677 0.745
H 5.171 -0.117 -2.298
C -3.050 1.659 -2.340
H 2.311 -4.030 4.026
H -4.086 -4.061 -2.360
H -4.492 -2.554 -1.855
C -7.111 0.004 -2.394
N 0.987 -0.953 4.155
H 3.868 3.855 3.798
O -4.439 1.445 -2.592
C -1.840 -3.745 1.764
H 0.012 -1.203 4.237
H -0.078 -0.924 -5.259
B 0.430 0.950 0.050
H -1.434 -1.068 1.997
*
```

- Frontier orbital gap: 8.8362 eV
- M: 586.5 g/mol
- Energy above the lowest of the compared OMol25 structures with the same formula, charge and spin: 208.73 kJ/mol
- Total energy: -2098.810541 hartree

***

2.
Below is C19H22N4O3S in the gas phase in a non-equilibrium geometry, with properties calculated with ωB97M-V with the def2-TZVPD basis set.

ORCA input file:
```
! RIJCOSX wB97M-V def2-TZVPD def2/J DEFGRID3
* xyz 0 1
N 2.272 -1.303 0.184
O 3.670 2.417 0.879
H -1.550 0.268 -2.000
C 6.359 -0.692 -0.198
H 0.082 1.668 1.363
C 4.447 -2.152 -0.327
C 1.517 -0.316 0.510
C 0.804 2.914 -0.260
C 3.303 1.284 0.653
C -5.031 -0.059 0.709
S -0.210 -0.656 0.721
H -4.014 1.609 -1.209
H -5.285 0.672 1.474
H -3.405 -2.921 1.253
H 0.464 1.204 -1.572
H -5.603 -1.567 2.203
H 5.954 1.345 0.361
C -3.602 -1.855 1.377
C 5.802 -1.946 -0.446
O -2.958 -1.163 0.331
C -0.254 -2.301 -0.083
H 0.060 2.771 -2.271
C -3.439 0.680 -1.163
H 7.424 -0.550 -0.294
H 0.226 3.790 0.036
H 1.773 3.246 -0.637
H -3.205 -1.523 2.349
C -5.083 -1.493 1.251
H -1.059 -2.865 0.381
C 4.174 0.174 0.290
H 6.444 -2.766 -0.733
C 3.616 -1.091 0.046
H -5.711 0.073 -0.131
H 0.727 -2.757 0.068
N 1.938 0.956 0.726
H -5.566 -2.157 0.534
C -3.565 0.122 0.258
C 1.029 2.060 0.990
C -0.518 -2.066 -1.468
O -2.005 2.838 -0.243
N -2.072 0.983 -1.516
C -1.438 2.038 -0.960
H 4.004 -3.117 -0.515
H 1.495 2.679 1.762
C 0.028 2.180 -1.352
H -3.038 0.802 0.943
C 5.552 0.362 0.166
H -3.831 -0.042 -1.880
N -0.721 -1.779 -2.557
*
```

- Frontier orbital gap: 9.0190 eV
- M: 386.5 g/mol
- SMILES: N#CCSc1nc2ccccc2c(=O)n1CCCC(=O)NC[C@H]1CCCO1
- Energy above the lowest of the compared OMol25 structures with the same formula, charge and spin: 30.41 kJ/mol
- Total energy: -1580.208798 hartree

***

3.
Below is 2 unconnected molecules or ions with the total composition C4H15N2O in a non-equilibrium geometry, with properties calculated with ωB97M-V with the def2-TZVPD basis set.

ORCA input file:
```
! RIJCOSX wB97M-V def2-TZVPD def2/J DEFGRID3
* xyz 1 1
H 1.351 0.929 0.700
H -0.555 2.049 -0.598
C 1.860 -2.088 -0.127
H 2.924 -1.884 -0.269
H -1.118 0.213 2.588
O -0.281 1.734 -2.448
N -1.276 1.589 -0.035
H -1.065 -0.516 -0.364
H -2.487 -0.314 1.651
H 1.696 -3.115 0.201
C 0.815 0.111 0.203
H -1.577 2.054 0.819
H 1.096 0.051 -0.851
H 1.366 -2.069 -1.096
H -2.036 1.580 -0.716
N 1.147 -1.199 0.794
H -1.136 -1.334 1.733
H 0.114 2.416 -2.977
H 1.564 -1.057 1.699
H -0.259 0.922 -2.956
C -1.399 -0.282 1.647
C -0.742 0.211 0.403
*
```

- Frontier orbital gap: 9.3128 eV
- M: 107.2 g/mol
- Energy above the lowest of the compared OMol25 structures with the same formula, charge and spin: 140.16 kJ/mol
- Total energy: -345.892322 hartree

***

4.
Below is a molecular structure, C23H15BrCl3N3O10PtS3, with properties calculated with ωB97M-V with the def2-TZVPD basis set.

ORCA input file:
```
! RIJCOSX wB97M-V def2-TZVPD def2/J DEFGRID3
* xyz -2 3
C 0.797 -2.422 1.313
C 2.224 3.702 -0.475
C -3.795 5.542 -1.096
C -2.284 -5.369 -2.037
S 2.930 4.366 -4.741
C -1.499 2.917 1.253
H -2.437 5.242 -2.731
C 1.618 -1.542 2.099
H -3.506 -6.737 -3.131
H -0.975 3.661 -1.483
C 0.760 -4.090 3.046
H -0.609 -3.277 -0.742
Br 2.081 -3.842 5.543
H 3.008 4.456 -0.499
S -3.336 3.771 2.565
O -3.083 4.856 3.469
H 0.085 1.850 1.512
H -4.415 6.232 -1.654
N -0.858 -4.164 -0.328
H 1.009 -1.038 0.153
N -1.982 2.823 2.438
H 2.600 -1.381 4.005
O -4.490 2.950 2.783
H -3.564 -8.443 -1.361
O -0.421 2.319 0.816
C -0.462 -4.530 0.933
C -1.647 -6.150 0.197
S 1.010 4.037 -3.750
N -0.912 -5.715 1.280
C -2.978 -6.556 -2.203
Cl 5.563 -0.029 3.495
H -2.258 -4.618 -2.816
C -2.350 -7.339 0.009
C -4.123 5.244 0.224
O 4.094 0.319 -3.168
O 3.718 3.191 -4.435
O 1.941 -0.427 1.550
C -1.859 4.089 -1.026
Pt 1.510 2.836 -1.999
C -3.010 -7.527 -1.193
H 3.917 1.851 -2.177
C 5.219 1.541 2.930
H -4.982 5.688 0.708
O 2.474 4.466 -6.113
H 0.435 -5.056 3.400
H -2.372 -8.087 0.791
Cl 5.808 2.679 4.090
C 1.984 -2.003 3.371
C -1.626 -5.185 -0.827
O 0.501 -1.896 0.094
Cl 2.658 2.181 0.291
C 0.372 -3.656 1.757
C -2.199 3.793 0.281
C 4.791 1.246 -2.670
C 1.544 -3.257 3.796
O 5.942 1.547 -2.554
O 3.416 5.600 -4.162
C -3.299 4.363 0.889
C -2.679 4.978 -1.710
*
```

- Frontier orbital gap (alpha / beta): 5.3106 / 4.4747 eV
- M: 970.9 g/mol
- Energy above the lowest of the compared OMol25 structures with the same formula, charge and spin: 569.50 kJ/mol
- Total energy: -7070.517717 hartree

***

5.
Below is 3 unconnected molecules or ions with the total composition C5H8O in a non-equilibrium geometry, with properties calculated with ωB97M-V with the def2-TZVPD basis set.

ORCA input file:
```
! RIJCOSX wB97M-V def2-TZVPD def2/J DEFGRID3
* xyz 0 1
C 0.258 2.412 -1.008
C 0.802 1.009 -0.659
H 0.694 -1.895 -1.194
C -0.600 -1.351 1.678
H 0.986 2.730 -1.878
H -0.821 -2.391 1.707
H -0.879 3.412 -0.568
H -0.990 -1.176 -1.482
H -0.810 -2.609 -0.563
O 0.091 0.576 0.479
H -0.821 -0.840 2.631
C -0.203 -0.771 0.538
H 2.135 0.089 -1.170
C -0.294 -1.621 -0.768
*
```

- Frontier orbital gap: 7.9160 eV
- M: 84.1 g/mol
- Energy above the lowest of the compared OMol25 structures with the same formula, charge and spin: 826.00 kJ/mol
- Total energy: -270.243285 hartree